No. 1
{
  "formula": "C35H78Ca3N3O11P",
  "method": "ωB97M-V/def2-TZVPD",
  "elements": ["Ca", "Ca", "Ca", "P", "O", "O", "O", "O", "O", "C", "O", "O", "H", "C", "C", "C", "O", "C", "H", "H", "H", "H", "H", "H", "H", "H", "C", "C", "C", "O", "C", "H", "H", "H", "H", "H", "H", "H", "H", "C", "C", "C", "O", "C", "H", "H", "H", "H", "H", "H", "H", "H", "C", "C", "C", "O", "C", "H", "H", "H", "H", "H", "H", "H", "H", "C", "C", "N", "C", "C", "C", "C", "H", "H", "H", "H", "H", "H", "H", "H", "H", "H", "H", "H", "H", "H", "H", "C", "C", "N", "C", "C", "C", "C", "H", "H", "H", "H", "H", "H", "H", "H", "H", "H", "H", "H", "H", "H", "H", "C", "C", "N", "C", "C", "C", "C", "H", "H", "H", "H", "H", "H", "H", "H", "H", "H", "H", "H", "H", "H", "H"],
  "xyz": [[22.4894, 10.7296, -4.0286], [22.2983, 10.9257, -0.6508], [22.8397, 7.2455, -3.1956], [24.0326, 9.3068, -2.1380], [22.4722, 9.3467, -2.2271], [24.2830, 10.4620, -1.2652], [24.2014, 9.3793, -3.6763], [24.0975, 7.8810, -1.5578], [19.3965, 8.8439, -4.5650], [20.5172, 8.1505, -4.6268], [21.5123, 8.7325, -4.9626], [20.6498, 6.9705, -4.1096], [19.6170, 9.7782, -4.5623], [25.5228, 15.2821, -1.1732], [25.0345, 15.7932, -2.5038], [23.5731, 15.4939, -2.5139], [23.2756, 14.9770, -1.2446], [24.4622, 14.3597, -0.7621], [25.7543, 15.9182, -0.3190], [26.4094, 14.6543, -1.2618], [25.6383, 15.2836, -3.2547], [25.2677, 16.8577, -2.4795], [23.4306, 14.7226, -3.2708], [22.9392, 16.3267, -2.8182], [24.6567, 13.3516, -1.1281], [24.5637, 14.3381, 0.3230], [27.0838, 8.0690, -0.8591], [28.0920, 7.8388, 0.3038], [29.3071, 7.1419, -0.2664], [29.3000, 7.5467, -1.6403], [27.9456, 7.7141, -2.0726], [26.6366, 9.0586, -0.9533], [26.2536, 7.3641, -0.8153], [27.7009, 7.1755, 1.0753], [28.1756, 8.8237, 0.7632], [29.1578, 6.0650, -0.1880], [30.1589, 7.5176, 0.3006], [27.5296, 6.8064, -2.5098], [27.8255, 8.5314, -2.7837], [28.7420, 12.2544, -4.9618], [28.4334, 11.7402, -3.5813], [26.9220, 11.5626, -3.4972], [26.5243, 12.3174, -4.6488], [27.5760, 13.0913, -5.2588], [28.7563, 11.4630, -5.7111], [29.6680, 12.8230, -5.0468], [28.8521, 12.2845, -2.7349], [28.8829, 10.7473, -3.5639], [26.5028, 11.9280, -2.5597], [26.6738, 10.5178, -3.6843], [27.6021, 14.1240, -4.9108], [27.4985, 13.2483, -6.3346], [20.5670, 4.5337, -0.3173], [21.9195, 4.0946, 0.0320], [22.7195, 5.3368, -0.1829], [22.1529, 5.8418, -1.4311], [20.7916, 5.5258, -1.5586], [20.0435, 4.9891, 0.5234], [19.9795, 3.6772, -0.6479], [22.1950, 3.3224, -0.6863], [21.9713, 3.8396, 1.0905], [23.8038, 5.2489, -0.2509], [22.5136, 6.0615, 0.6049], [20.7691, 4.9712, -2.4966], [20.0452, 6.3163, -1.6369], [21.2455, 11.8882, -8.3286], [21.4554, 11.3056, -6.9491], [22.6514, 11.8006, -6.1815], [22.4902, 13.1603, -5.7224], [22.5524, 14.4040, -6.6012], [23.8696, 11.6204, -6.8490], [24.1615, 10.0583, -7.1435], [20.3228, 11.5863, -8.8242], [21.9645, 11.4725, -9.0345], [21.4442, 12.9528, -8.4520], [20.5097, 11.2411, -6.4110], [21.6506, 10.2558, -7.1680], [21.5515, 13.2955, -5.1850], [23.2356, 13.3071, -4.9408], [23.4640, 14.3800, -7.1983], [21.5786, 14.5955, -7.0519], [22.7610, 15.3544, -6.1100], [24.7017, 11.9400, -6.2216], [24.0064, 12.1415, -7.7966], [24.2887, 9.5881, -6.1684], [25.0504, 9.9847, -7.7700], [23.3961, 9.4940, -7.6763], [23.6245, 9.5139, 1.7751], [22.3762, 8.8385, 1.3468], [21.1813, 9.6474, 1.1085], [20.7373, 10.2211, 2.4056], [19.4503, 11.0756, 2.2360], [20.1345, 8.8817, 0.4963], [19.2231, 9.4729, -0.6296], [23.6024, 9.9654, 2.7670], [24.0871, 10.0725, 0.9615], [24.3605, 8.7104, 1.8035], [22.6349, 8.3440, 0.4105], [22.1236, 8.0258, 2.0278], [20.5914, 9.5207, 3.2280], [21.5380, 10.8934, 2.7138], [19.3779, 11.9553, 2.8755], [19.4638, 11.4807, 1.2242], [18.6421, 10.3447, 2.2623], [19.5835, 8.3328, 1.2600], [20.4713, 7.9318, 0.0811], [18.5303, 8.6460, -0.7854], [19.8385, 9.4471, -1.5289], [18.7549, 10.4280, -0.3915], [23.2317, 6.2955, -6.8008], [24.3109, 6.2410, -5.7473], [24.0975, 5.5738, -4.4478], [25.3003, 5.7284, -3.5695], [26.3999, 4.8288, -4.0053], [23.6484, 4.1679, -4.6651], [23.3917, 3.3935, -3.3285], [23.3128, 5.3049, -7.2482], [23.3833, 7.1250, -7.4916], [22.2201, 6.5650, -6.4971], [25.1748, 5.7730, -6.2191], [24.7708, 7.2105, -5.5558], [25.5594, 6.7872, -3.5724], [25.0519, 5.4952, -2.5341], [27.2509, 4.8949, -3.3274], [26.0832, 3.7977, -4.1618], [26.8431, 5.3343, -4.8633], [24.3411, 3.6193, -5.3034], [22.6905, 4.2987, -5.1685], [24.2300, 3.0660, -2.7136], [22.6699, 2.5883, -3.4658], [22.8980, 4.2257, -2.8268]],
  "largest_force_ev_per_a": 6.30,
  "gap_ha": 0.2275,
  "e_tot_ha": -4746.24216,
  "lumo_energy_ev": -7.04,
  "total_charge": 2
}


No. 2
{
  "formula": "C35H79N5O5",
  "method": "ωB97M-V/def2-TZVPD",
  "elements": ["C", "C", "C", "O", "C", "N", "H", "H", "H", "H", "H", "H", "H", "H", "H", "H", "H", "C", "C", "C", "O", "C", "N", "H", "H", "H", "H", "H", "H", "H", "H", "H", "H", "H", "C", "C", "C", "C", "C", "C", "N", "O", "C", "C", "C", "H", "H", "H", "H", "H", "H", "H", "H", "H", "H", "H", "H", "H", "H", "H", "H", "H", "H", "H", "C", "C", "C", "C", "C", "C", "N", "O", "C", "C", "C", "H", "H", "H", "H", "H", "H", "H", "H", "H", "H", "H", "H", "H", "H", "H", "H", "H", "H", "H", "C", "C", "C", "C", "C", "C", "N", "O", "C", "C", "C", "H", "H", "H", "H", "H", "H", "H", "H", "H", "H", "H", "H", "H", "H", "H", "H", "H", "H", "H"],
  "xyz": [[-2.4522, 4.0322, -0.9754], [-3.8876, 3.6698, -1.1645], [-4.2246, 2.2064, -1.4067], [-5.4695, 1.8227, -0.8743], [-6.0332, 0.6763, -1.5166], [-4.4480, 4.0846, 0.0607], [-2.2847, 5.1082, -0.9274], [-1.7712, 3.6644, -1.7430], [-1.9635, 3.6470, -0.0805], [-4.1993, 4.3421, -1.9639], [-3.5493, 1.4665, -0.9770], [-4.0150, 2.1349, -2.4739], [-7.0915, 0.4307, -1.4283], [-5.4513, -0.0534, -0.9535], [-5.7684, 0.4660, -2.5528], [-5.4382, 4.0030, -0.1206], [-4.1489, 3.4028, 0.7432], [-0.1276, -0.4651, 1.8172], [0.0619, 0.9418, 1.2812], [1.0804, 1.0836, 0.0418], [0.6231, 0.5433, -1.1594], [1.5953, 0.4476, -2.2739], [-1.2898, 1.1118, 0.7472], [-0.9733, -0.6172, 2.4879], [0.7564, -0.7049, 2.4081], [-0.0188, -1.2877, 1.1103], [0.4182, 1.6068, 2.0679], [2.0700, 0.7512, 0.3552], [1.2993, 2.1099, -0.2528], [2.0429, 1.4333, -2.4014], [1.2403, 0.1205, -3.2511], [2.2805, -0.3268, -1.9292], [-1.3932, 0.5621, -0.0938], [-1.3726, 2.0688, 0.4354], [0.9802, -4.2125, 3.2764], [1.9980, -4.7199, 2.2482], [1.3112, -4.6056, 0.8489], [2.2586, -4.5118, -0.2509], [3.2536, -3.3941, -0.0653], [4.1009, -3.6152, 1.2362], [3.2031, -3.8383, 2.3841], [3.8499, -4.0305, 3.6098], [5.1885, -4.7002, 0.9294], [4.8117, -2.2954, 1.5562], [2.3016, -6.1807, 2.5414], [1.3682, -4.2569, 4.2940], [0.1120, -4.8583, 3.4079], [0.7776, -3.1478, 3.1607], [0.7370, -5.5210, 0.7057], [0.6248, -3.7596, 0.8141], [1.7604, -4.2470, -1.1835], [2.9062, -5.3556, -0.4891], [2.6808, -2.4668, -0.0543], [3.8568, -3.3060, -0.9689], [5.6199, -4.6118, -0.0677], [6.0179, -4.7605, 1.6340], [4.8571, -5.7358, 1.0059], [4.2327, -1.3786, 1.6674], [5.4084, -2.2930, 2.4684], [5.6309, -2.2433, 0.8391], [2.9144, -6.3843, 3.4196], [2.7375, -6.6387, 1.6536], [1.3807, -6.7080, 2.7906], [3.5015, -3.4051, 4.2493], [-4.1701, -3.0401, 0.8374], [-4.4363, -3.2732, 2.3727], [-5.9742, -3.1976, 2.4925], [-6.6187, -4.6392, 2.0858], [-6.0304, -5.7334, 2.9553], [-4.4737, -5.8509, 2.8928], [-3.9926, -4.4753, 3.0696], [-2.6515, -4.4540, 3.2397], [-3.8932, -6.7760, 4.0288], [-4.0387, -6.4974, 1.4934], [-3.8982, -2.0440, 3.2419], [-3.1072, -2.9217, 0.6272], [-4.5337, -2.0500, 0.5623], [-4.5919, -3.8517, 0.2446], [-6.2332, -2.9918, 3.5311], [-6.4186, -2.4743, 1.8087], [-6.5627, -4.8071, 1.0103], [-7.6898, -4.5526, 2.2683], [-6.4658, -6.6727, 2.6144], [-6.3565, -5.6401, 3.9911], [-3.4455, -7.7377, 3.7779], [-3.1801, -6.3605, 4.7408], [-4.7509, -6.9929, 4.6654], [-4.0317, -5.8849, 0.5918], [-2.9946, -6.8105, 1.5025], [-4.4647, -7.4662, 1.2327], [-4.2736, -1.0984, 2.8506], [-2.8268, -1.9732, 3.4297], [-4.3676, -2.0005, 4.2246], [-2.6689, -3.9878, 4.0787], [3.1613, 4.9439, -3.2478], [3.2387, 5.9280, -4.3541], [2.0484, 6.9473, -4.4130], [2.0419, 7.9872, -3.2150], [3.3055, 8.7602, -3.2108], [4.5350, 7.7816, -3.0464], [4.4824, 6.7743, -4.1455], [5.6771, 6.0217, -4.2088], [5.6829, 8.7277, -3.3990], [4.7008, 7.2034, -1.6489], [3.4515, 5.3575, -5.7976], [2.3433, 5.1845, -2.5687], [3.9694, 4.6788, -2.5661], [3.0232, 3.9363, -3.6399], [2.0799, 7.4086, -5.4001], [1.0486, 6.5431, -4.2541], [1.9363, 7.5320, -2.2302], [1.1414, 8.5873, -3.3455], [3.1798, 9.4268, -2.3576], [3.3489, 9.5595, -3.9507], [6.7004, 8.3957, -3.1928], [5.7909, 9.1097, -4.4142], [5.5975, 9.6059, -2.7590], [4.5900, 8.0672, -0.9934], [3.8318, 6.5912, -1.4079], [5.6578, 6.6977, -1.5201], [3.8204, 6.1041, -6.5009], [2.5493, 4.9397, -6.2442], [4.2004, 4.5663, -5.7624], [5.5280, 5.5876, -3.3656]],
  "largest_force_ev_per_a": 3.63,
  "gap_ha": [0.0515, 0.2970],
  "e_tot_ha": -2030.52881,
  "lumo_energy_ev": [2.05, 2.00],
  "total_charge": -1,
  "spin_multiplicity": 2
}


No. 3
{
  "formula": "C35H85BClINO10",
  "method": "ωB97M-V/def2-TZVPD",
  "elements": ["O", "B", "O", "C", "C", "C", "C", "C", "Cl", "O", "C", "C", "N", "I", "H", "H", "H", "H", "H", "H", "H", "H", "H", "H", "H", "H", "H", "H", "H", "C", "C", "O", "C", "C", "H", "H", "H", "H", "H", "H", "H", "H", "H", "H", "C", "C", "O", "C", "C", "H", "H", "H", "H", "H", "H", "H", "H", "H", "H", "C", "C", "O", "C", "C", "H", "H", "H", "H", "H", "H", "H", "H", "H", "H", "C", "C", "O", "C", "C", "H", "H", "H", "H", "H", "H", "H", "H", "H", "H", "C", "C", "O", "C", "C", "H", "H", "H", "H", "H", "H", "H", "H", "H", "H", "C", "C", "O", "C", "C", "H", "H", "H", "H", "H", "H", "H", "H", "H", "H", "C", "C", "O", "C", "C", "H", "H", "H", "H", "H", "H", "H", "H", "H", "H"],
  "xyz": [[-3.1758, 1.0231, -1.3081], [-3.6136, 1.1810, -2.5921], [-3.5015, 2.3993, -3.2047], [-4.3415, -0.0364, -3.3902], [-4.8070, -1.2244, -2.5169], [-6.2392, -1.6709, -2.8030], [-7.2887, -0.5468, -2.7720], [-8.1126, -0.5474, -4.0523], [-7.0853, -0.2559, -5.5110], [-4.0015, -2.3856, -2.7261], [-2.6240, -2.1267, -2.7744], [-2.2596, -1.2565, -3.9908], [-3.5018, -0.6167, -4.4961], [-3.1434, 0.7067, -6.0849], [-2.6399, 0.2349, -1.1901], [-4.1385, 3.0741, -2.9583], [-5.1827, 0.4243, -3.9054], [-4.7387, -0.9667, -1.4567], [-6.4761, -2.3948, -2.0242], [-6.2393, -2.2150, -3.7473], [-7.9978, -0.7636, -1.9736], [-6.8466, 0.4380, -2.6314], [-8.8582, 0.2389, -4.0701], [-8.5728, -1.5200, -4.1949], [-2.2635, -1.7041, -1.8299], [-2.1118, -3.0765, -2.9023], [-1.4824, -0.5232, -3.7925], [-1.8972, -1.9072, -4.7839], [-4.0640, -1.3538, -4.9264], [1.4701, 6.1589, -1.5517], [0.7528, 5.9643, -0.2275], [-0.6608, 6.0375, -0.3207], [-1.2786, 5.0843, -1.1590], [-1.0397, 3.6395, -0.7533], [1.1929, 7.1141, -1.9991], [2.5489, 6.1481, -1.3956], [1.2317, 5.3717, -2.2686], [1.0368, 6.7604, 0.4603], [1.0562, 5.0219, 0.2426], [-0.9832, 5.2408, -2.2038], [-2.3456, 5.3071, -1.0974], [0.0157, 3.3682, -0.8183], [-1.5965, 2.9774, -1.4073], [-1.3651, 3.4713, 0.2745], [2.7556, -3.9486, -1.7297], [1.2682, -3.7825, -1.9739], [0.9395, -3.3491, -3.2883], [1.3548, -4.2043, -4.3438], [0.7653, -5.6022, -4.2796], [3.2859, -3.0190, -1.9381], [2.9388, -4.2235, -0.6913], [3.1890, -4.7270, -2.3589], [0.8758, -3.0082, -1.3128], [0.7318, -4.7067, -1.7316], [2.4471, -4.2501, -4.3886], [1.0249, -3.7092, -5.2582], [1.0884, -6.1438, -3.3906], [1.0806, -6.1783, -5.1492], [-0.3258, -5.5616, -4.2691], [8.1421, -4.3775, 1.5445], [6.6557, -4.2131, 1.2862], [6.3405, -3.8130, -0.0381], [6.7617, -4.6904, -1.0662], [6.1676, -6.0850, -0.9735], [8.6729, -3.4513, 1.3183], [8.3167, -4.6313, 2.5902], [8.5822, -5.1677, 0.9353], [6.2539, -3.4256, 1.9241], [6.1184, -5.1327, 1.5463], [7.8556, -4.7437, -1.1064], [6.4364, -4.2162, -1.9933], [6.4810, -6.6104, -0.0711], [6.4796, -6.6857, -1.8283], [5.0773, -6.0292, -0.9646], [12.0157, -5.1163, -1.9772], [11.3313, -4.7313, -0.6769], [11.2196, -5.7938, 0.2525], [12.4391, -6.3676, 0.6908], [13.3690, -5.3908, 1.3895], [11.4946, -5.9497, -2.4504], [12.0151, -4.2695, -2.6642], [13.0526, -5.4155, -1.8221], [10.3059, -4.4210, -0.8836], [11.8313, -3.8712, -0.2174], [12.9540, -6.8583, -0.1426], [12.1471, -7.1542, 1.3864], [13.7058, -4.5951, 0.7241], [14.2538, -5.9148, 1.7514], [12.8673, -4.9277, 2.2402], [-11.2933, -3.7942, -1.3072], [-10.4040, -3.6783, -0.0819], [-9.6280, -2.4901, -0.0387], [-10.3553, -1.2742, -0.0225], [-11.3005, -1.1102, 1.1535], [-10.6990, -3.7277, -2.2204], [-11.8110, -4.7531, -1.3012], [-12.0512, -3.0108, -1.3419], [-9.6774, -4.4905, -0.0780], [-10.9954, -3.7809, 0.8335], [-10.8979, -1.1436, -0.9673], [-9.5938, -0.4924, 0.0143], [-12.0957, -1.8559, 1.1469], [-11.7693, -0.1268, 1.1199], [-10.7586, -1.2056, 2.0949], [1.5749, 9.9771, 4.5668], [0.2679, 9.4471, 5.1305], [-0.8659, 9.7298, 4.3312], [-0.8483, 9.2045, 3.0171], [-0.7424, 7.6911, 2.9558], [1.5127, 11.0541, 4.4074], [2.3895, 9.7748, 5.2627], [1.8303, 9.5112, 3.6140], [0.0637, 9.9238, 6.0891], [0.3436, 8.3699, 5.3235], [-0.0479, 9.6675, 2.4278], [-1.7896, 9.5235, 2.5694], [0.1969, 7.3297, 3.3793], [-0.7960, 7.3486, 1.9216], [-1.5583, 7.2302, 3.5161], [-0.5838, 2.5084, 5.5176], [-0.5471, 2.9532, 6.9705], [0.0973, 4.1944, 7.1783], [-0.4712, 5.3092, 6.5169], [-1.9115, 5.5973, 6.9048], [0.4264, 2.4590, 5.1085], [-1.0391, 1.5200, 5.4431], [-1.1652, 3.1899, 4.8946], [0.0257, 2.2351, 7.5571], [-1.5590, 2.9684, 7.3914], [-0.3830, 5.1954, 5.4294], [0.1510, 6.1600, 6.7954], [-2.5833, 4.7832, 6.6284], [-2.2587, 6.4997, 6.4000], [-1.9934, 5.7482, 7.9817]],
  "largest_force_ev_per_a": 0.88,
  "gap_ha": 0.2135,
  "e_tot_ha": -2974.13032,
  "lumo_energy_ev": -4.84,
  "total_charge": 1
}